Here is 4 unconnected molecules or ions with the total composition C19H27FN2O4 at a distorted geometry from the Open Molecules 2025 dataset. Energies are from ωB97M-V/def2-TZVPD.

Calculated values
HOMO level in eV: -8.50
Total charge: 0
Relative energy (zero: lowest compared OMol25 entry of this formula, charge and spin) in kJ/mol: 671.1
E in Eh: -1250.35877
Gap between HOMO and LUMO in eV: 8.84
SMILES: C=C[C@](C#N)(Cc1ccccc1C)[C@H](C#N)CC(=O)F.CO.CO.CO

Cartesian coordinates (Å):
C1 -0.9813 -1.9605 2.6281
C2 -1.4522 -1.0584 1.7338
C3 -0.4837 -0.6445 0.5768
C4 0.2580 -1.8823 0.2076
N1 1.0096 -2.7070 -0.0581
C5 0.4129 0.5290 1.1081
C6 1.8945 0.4406 0.7959
C7 2.7605 -0.4772 1.3614
C8 4.1058 -0.5481 1.0744
C9 4.6532 0.3600 0.1839
C10 3.8154 1.3089 -0.3726
C11 2.4573 1.3648 -0.0959
C12 1.6594 2.4642 -0.7713
C13 -1.3303 -0.2215 -0.6807
C14 -2.6770 -0.8760 -0.6933
N2 -3.5867 -1.5747 -0.6658
C15 -0.5641 -0.4164 -2.0191
C16 -0.9777 -1.6497 -2.7979
O1 -1.1199 -2.7465 -2.4017
F1 -1.1774 -1.4193 -4.1475
H1 -0.0169 -1.7239 3.0975
H2 -1.4741 -2.9017 2.8553
H3 -2.4365 -0.6022 1.8426
H4 0.3106 0.5582 2.2010
H5 0.0052 1.4804 0.7549
H6 2.3268 -1.2017 2.0543
H7 4.6909 -1.3197 1.5667
H8 5.7163 0.3014 -0.0345
H9 4.2611 2.0212 -1.0660
H10 0.8719 2.0610 -1.4224
H11 1.2050 3.1487 -0.0391
H12 2.2962 3.0958 -1.4021
H13 -1.5395 0.8610 -0.5783
H14 -0.8327 0.4470 -2.6424
H15 0.5225 -0.3401 -1.9012
C17 -3.9412 -3.1854 4.1989
O2 -3.0238 -2.5158 5.0589
H16 -3.6461 -3.0066 3.1680
H17 -3.9208 -4.2599 4.3989
H18 -4.9507 -2.7981 4.3576
H19 -3.3047 -2.6903 5.9618
C18 -1.9495 4.1501 0.2377
O3 -2.0996 2.7527 0.4929
H20 -0.9411 4.4418 0.5200
H21 -2.1006 4.3597 -0.8235
H22 -2.6677 4.7207 0.8298
H23 -2.9969 2.5115 0.2398
C19 2.0996 0.2767 -5.0016
O4 1.0256 0.5390 -4.1008
H24 2.8101 1.0970 -4.9341
H25 2.6013 -0.6555 -4.7311
H26 1.7262 0.2085 -6.0261
H27 0.4111 -0.1950 -4.1827

Computed Mulliken charges, given in elementary charges:
1 C -0.822
2 C -0.918
3 C 2.946
4 C -0.661
5 N -0.658
6 C -0.890
7 C 0.641
8 C -0.245
9 C -0.838
10 C -0.672
11 C -0.842
12 C 1.017
13 C -1.216
14 C 1.080
15 C -0.252
16 N -0.552
17 C -1.571
18 C 0.101
19 O -0.379
20 F -0.336
21 H 0.072
22 H 0.344
23 H 0.456
24 H 0.534
25 H -0.047
26 H 0.285
27 H 0.407
28 H 0.380
29 H 0.320
30 H 0.163
31 H 0.239
32 H 0.427
33 H -0.293
34 H 0.828
35 H 0.952
36 C -0.506
37 O -0.469
38 H 0.162
39 H 0.265
40 H 0.286
41 H 0.289
42 C -0.702
43 O -0.449
44 H 0.246
45 H 0.285
46 H 0.308
47 H 0.290
48 C -0.703
49 O -0.397
50 H 0.225
51 H 0.284
52 H 0.300
53 H 0.285


Here is a single C19H27N3O3S molecule at a distorted geometry from the Open Molecules 2025 dataset. Energies are from ωB97M-V/def2-TZVPD.

Calculated values
HOMO level in eV: -8.70
Total charge: 0
Relative energy (zero: lowest compared OMol25 entry of this formula, charge and spin) in kJ/mol: 285.1
E in Eh: -1528.34174
Gap between HOMO and LUMO in eV: 8.97
SMILES: Cc1cc(-c2ccc(C)c(S(=O)(=O)NCCN3CCC(C)CC3)c2)on1

Cartesian coordinates (Å):
C1 6.2832 3.4398 -1.0581
C2 5.8392 2.1383 -0.5029
C3 4.6117 1.4688 -0.7320
C4 4.7128 0.3188 0.0110
C5 3.8069 -0.7939 0.2120
C6 4.1754 -1.8732 1.0176
C7 3.3121 -2.9337 1.2076
C8 2.0550 -2.9634 0.6080
C9 1.1140 -4.0991 0.8191
C10 1.7046 -1.8819 -0.1930
S1 0.1134 -1.8263 -1.0164
O1 0.0331 -0.5859 -1.7421
O2 -0.1110 -3.0393 -1.7502
N1 -0.9294 -1.8079 0.3095
C11 -2.2147 -2.4406 0.0699
C12 -3.0693 -1.5636 -0.8538
N2 -3.1464 -0.2257 -0.2907
C13 -4.3300 -0.0232 0.5222
C14 -4.2162 1.2836 1.3008
C15 -4.0419 2.4612 0.3427
C16 -3.8800 3.7748 1.1005
C17 -2.8319 2.1773 -0.5466
C18 -2.9884 0.8399 -1.2644
C19 2.5514 -0.8145 -0.3946
O3 5.9100 0.3133 0.6313
N3 6.5897 1.4359 0.3066
H1 7.2750 3.6757 -0.6848
H2 5.5895 4.2268 -0.7670
H3 6.3070 3.3932 -2.1456
H4 3.8000 1.7928 -1.3476
H5 5.1465 -1.8675 1.4886
H6 3.6161 -3.7601 1.8331
H7 0.7146 -4.4284 -0.1372
H8 1.6101 -4.9281 1.3174
H9 0.2716 -3.7683 1.4252
H10 -1.0983 -0.8374 0.5558
H11 -2.7013 -2.5865 1.0379
H12 -2.0210 -3.4076 -0.3940
H13 -4.0614 -2.0150 -1.0022
H14 -2.5633 -1.5206 -1.8208
H15 -4.4187 -0.8609 1.2188
H16 -5.2443 -0.0001 -0.1010
H17 -5.1087 1.4204 1.9145
H18 -3.3500 1.2277 1.9629
H19 -4.9337 2.5294 -0.2916
H20 -3.7655 4.6041 0.4063
H21 -4.7499 3.9665 1.7248
H22 -3.0002 3.7389 1.7395
H23 -1.9313 2.1438 0.0695
H24 -2.7095 2.9705 -1.2859
H25 -2.0885 0.6330 -1.8481
H26 -3.8529 0.8908 -1.9516
H27 2.2147 -0.0126 -1.0309

Computed Mulliken charges, given in elementary charges:
1 C -1.072
2 C 0.250
3 C -0.269
4 C 0.489
5 C 0.428
6 C -1.000
7 C -0.841
8 C 0.887
9 C -1.672
10 C 0.356
11 S 1.550
12 O -0.709
13 O -0.690
14 N -0.281
15 C -0.955
16 C -1.185
17 N 0.758
18 C -0.955
19 C -0.916
20 C 0.636
21 C -1.719
22 C -0.897
23 C -0.835
24 C -0.896
25 O -0.174
26 N -0.695
27 H 0.351
28 H 0.278
29 H 0.277
30 H 0.519
31 H 0.496
32 H 0.374
33 H 0.346
34 H 0.433
35 H 0.260
36 H 0.331
37 H 0.442
38 H 0.519
39 H 0.373
40 H 0.543
41 H 0.429
42 H 0.404
43 H 0.390
44 H 0.264
45 H 0.196
46 H 0.414
47 H 0.412
48 H 0.362
49 H 0.218
50 H 0.381
51 H 0.446
52 H 0.309
53 H 0.636


Here is a single C19H27N3O5S molecule at a distorted geometry from the Open Molecules 2025 dataset. Energies are from ωB97M-V/def2-TZVPD.

Calculated values
HOMO level in eV: -8.78
Total charge: 0
Relative energy (zero: lowest compared OMol25 entry of this formula, charge and spin) in kJ/mol: 128.2
E in Eh: -1678.87903
Gap between HOMO and LUMO in eV: 8.65
SMILES: CCN(CC)S(=O)(=O)c1ccc2c(c1)c(=O)c(C(=O)NCCCOC)cn2C

Cartesian coordinates (Å):
C1 4.8614 3.2257 0.8555
C2 3.8059 2.2326 0.3790
N1 4.3682 0.9224 0.1551
C3 4.7420 0.1033 1.2885
C4 6.2457 -0.1466 1.3133
S1 3.9239 0.0838 -1.1970
O1 3.6292 1.0271 -2.2325
O2 4.9141 -0.9242 -1.4416
C5 2.4052 -0.7652 -0.7342
C6 2.3957 -2.1516 -0.6520
C7 1.2466 -2.8167 -0.2892
C8 0.0774 -2.1006 0.0128
C9 0.0997 -0.6931 -0.0557
C10 1.2751 -0.0448 -0.4436
C11 -1.0756 0.1307 0.2810
O3 -1.0095 1.3578 0.2796
C12 -2.2516 -0.6463 0.6129
C13 -3.5977 -0.0516 0.8935
O4 -4.5665 -0.7705 1.0966
N2 -3.6260 1.2891 0.9338
C14 -4.8677 2.0186 0.9285
C15 -5.2930 2.4071 -0.4924
C16 -5.4745 1.1807 -1.3838
O5 -4.2035 0.7164 -1.7919
C17 -4.2548 -0.5244 -2.4384
C18 -2.1878 -2.0046 0.6330
N3 -1.0887 -2.7374 0.3702
C19 -1.1509 -4.1786 0.4501
H1 5.6799 3.2622 0.1425
H2 4.4204 4.2156 0.9384
H3 5.2552 2.9382 1.8273
H4 3.4135 2.5536 -0.5866
H5 2.9806 2.1846 1.1046
H6 4.4162 0.5991 2.2072
H7 4.2167 -0.8567 1.2166
H8 6.5355 -0.6362 0.3884
H9 6.7848 0.7929 1.3954
H10 6.5071 -0.7824 2.1558
H11 3.3032 -2.6838 -0.8903
H12 1.2579 -3.8929 -0.2429
H13 1.2633 1.0312 -0.5173
H14 -2.7839 1.7708 0.6278
H15 -4.7514 2.9177 1.5404
H16 -5.6259 1.3714 1.3779
H17 -4.5296 3.0437 -0.9424
H18 -6.2315 2.9602 -0.4443
H19 -6.0016 0.3894 -0.8317
H20 -6.0734 1.4384 -2.2728
H21 -3.2319 -0.7756 -2.7144
H22 -4.6576 -1.2988 -1.7727
H23 -4.8758 -0.4789 -3.3427
H24 -3.0916 -2.5443 0.8856
H25 -0.9238 -4.6285 -0.5183
H26 -0.4442 -4.5536 1.1929
H27 -2.1546 -4.4763 0.7447

Computed Mulliken charges, given in elementary charges:
1 C -1.439
2 C -0.386
3 N 0.352
4 C -0.592
5 C -1.256
6 S 1.361
7 O -0.736
8 O -0.732
9 C -0.299
10 C -0.846
11 C -0.729
12 C 0.201
13 C -0.394
14 C 0.029
15 C 1.636
16 O -0.905
17 C -0.636
18 C 0.151
19 O -0.756
20 N -0.128
21 C -1.002
22 C -0.637
23 C -0.517
24 O -0.290
25 C -0.774
26 C 0.187
27 N 0.159
28 C -1.196
29 H 0.337
30 H 0.437
31 H 0.310
32 H 0.430
33 H 0.297
34 H 0.439
35 H 0.337
36 H 0.285
37 H 0.295
38 H 0.429
39 H 0.557
40 H 0.442
41 H 0.673
42 H 0.270
43 H 0.337
44 H 0.447
45 H 0.309
46 H 0.388
47 H 0.307
48 H 0.486
49 H 0.218
50 H 0.301
51 H 0.344
52 H 0.421
53 H 0.378
54 H 0.370
55 H 0.327


Here is a molecular structure, C19H27N5O2PbS from the Open Molecules 2025 dataset. Energies are from ωB97M-V/def2-TZVPD.

Calculated values
HOMO level in eV: -18.47
Total charge: +4
Relative energy (zero: lowest compared OMol25 entry of this formula, charge and spin) in kJ/mol: 99.2
E in Eh: -1754.01456
Gap between HOMO and LUMO in eV: 2.70

Cartesian coordinates (Å):
Pb1 0.1776 -0.8314 -2.7936
C1 4.7110 1.4821 -3.5726
C2 3.7025 0.8549 -2.6424
O1 2.6660 0.1363 -3.3831
H1 5.4487 2.0408 -2.9974
H2 4.2353 2.1712 -4.2704
H3 5.2516 0.7199 -4.1368
H4 3.1644 1.6104 -2.0669
H5 4.1741 0.1543 -1.9510
H6 3.1164 -0.3691 -4.0754
N1 1.5761 -1.7225 4.8476
C3 1.7792 -1.2142 6.1495
C4 1.9579 -1.7699 7.3528
C5 2.0772 -0.8184 8.4468
C6 1.9244 0.5810 8.3362
C7 1.7319 1.1426 7.1124
C8 1.6283 0.2265 5.9636
N2 1.3394 0.5251 4.7487
C9 1.3300 -0.7127 4.0376
C10 1.0806 -0.7413 2.6153
C11 1.1250 -1.9250 1.8653
C12 0.8921 -1.8461 0.5053
N3 0.6263 -0.6903 -0.1218
C13 0.5727 0.4347 0.5903
C14 0.7945 0.4641 1.9638
H7 1.6373 -2.7015 4.5881
H8 2.0275 -2.8325 7.5521
H9 2.3146 -1.2298 9.4258
H10 2.0103 1.1910 9.2268
H11 1.6674 2.2130 6.9485
H12 1.3392 -2.8946 2.2942
H13 0.9257 -2.7423 -0.1012
H14 0.3454 1.3491 0.0581
H15 0.7420 1.3992 2.5023
C15 -5.3551 -1.2143 -1.8710
N4 -4.6928 -0.6978 -3.0572
C16 -5.4512 -0.5286 -4.3115
C17 -4.3779 -0.0952 -5.3249
N5 -3.1936 0.0530 -4.4600
C18 -3.4399 -0.3347 -3.2084
S1 -2.2910 -0.3340 -1.8965
H16 -6.1893 -0.5616 -1.6154
H17 -4.6538 -1.2480 -1.0432
H18 -5.7300 -2.2161 -2.0768
H19 -6.2225 0.2269 -4.1605
H20 -5.9271 -1.4713 -4.5774
H21 -4.6197 0.8511 -5.8033
H22 -4.1929 -0.8484 -6.0885
H23 -2.3205 0.4356 -4.7737
C19 -0.5603 2.6161 -3.3797
O2 0.2729 1.4189 -3.4537
H24 -0.0750 3.3539 -2.7461
H25 -1.5085 2.3093 -2.9491
H26 -0.7045 3.0126 -4.3820
H27 1.1404 1.6182 -3.8397

Computed Mulliken charges, given in elementary charges:
1 Pb 1.194
2 C -1.247
3 C -0.130
4 O -0.370
5 H 0.362
6 H 0.326
7 H 0.405
8 H 0.248
9 H 0.272
10 H 0.231
11 N 0.089
12 C 0.551
13 C -0.702
14 C -0.101
15 C -0.690
16 C -0.398
17 C 0.864
18 N -0.351
19 C 0.161
20 C 0.737
21 C -0.579
22 C -0.569
23 N -0.090
24 C -0.787
25 C -0.281
26 H 0.275
27 H 0.489
28 H 0.459
29 H 0.470
30 H 0.505
31 H 0.403
32 H 0.488
33 H 0.572
34 H 0.552
35 C -0.860
36 N 0.070
37 C -0.606
38 C -0.553
39 N 0.038
40 C 0.477
41 S -0.527
42 H 0.344
43 H 0.241
44 H 0.336
45 H 0.357
46 H 0.365
47 H 0.339
48 H 0.315
49 H 0.133
50 C -0.658
51 O -0.378
52 H 0.352
53 H 0.251
54 H 0.332
55 H 0.272


Question: What is the gap between HOMO and LUMO in the third record?
Answer: 8.65 eV